DFT (ωB97M-V with the def2-TZVPD basis set) results for a 2-piece molecular cluster, C5H7F3O2S overall at a distorted geometry.

Each atom is followed by the atoms it is bonded to, with distances in Å.
CARTESIAN COORDINATES (ANGSTROEM)
1 C 2.086 0.678 -0.665  C2 1.504, C3 1.325, O6 1.375
2 C 1.813 1.646 -1.784  C1 1.504, H12 1.145, H13 1.172, H14 1.059
3 C 1.896 0.616 0.645  C1 1.325, H15 1.052, H16 1.138
4 C -1.645 -1.692 0.959  C5 1.556, F8 1.292, S11 1.633
5 C -3.007 -0.958 1.123  C4 1.556, O7 1.321, F9 1.397, F10 1.335
6 O 2.850 -0.273 -1.298  C1 1.375, H18 0.998
7 O -3.072 -0.160 0.073  C5 1.321, H17 0.978
8 F -1.458 -2.760 1.662  C4 1.292
9 F -2.990 -0.357 2.384  C5 1.397
10 F -3.983 -1.858 1.263  C5 1.335
11 S -0.468 -0.951 0.103  C4 1.633
12 H 2.627 2.405 -2.054  C2 1.145
13 H 0.798 2.195 -1.583  C2 1.172
14 H 1.580 1.028 -2.612  C2 1.059
15 H 1.361 1.417 1.069  C3 1.052
16 H 2.331 -0.284 1.189  C3 1.138
17 H -3.897 0.333 0.256  O7 0.978
18 H 3.179 -1.025 -0.731  O6 0.998

## Properties
<S²>: 2.01
LUMO level (spin up / spin down), eV: 0.5706 / -2.8016
2S+1: 3
E, eV: -28376.4534
HOMO (spin up / spin down), eV: -6.87 / -8.83
Kohn-Sham gap (spin up / spin down), eV: 7.4 / 6.0
Relative energy (zero: lowest compared OMol25 entry of this formula, charge and spin), kJ/mol: 0.0

Mulliken atomic charge list, values in e, 4 entries: atom 1 (C): 0.808, atom 2 (C): -0.999, atom 3 (C): -1.005, atom 4 (C): -0.015